ORCA calculation (ωB97M-V/def2-TZVPD) on an isolated molecule of C24H38N2O2S in a non-equilibrium geometry.

```
! RIJCOSX wB97M-V def2-TZVPD def2/J DEFGRID3
* xyz 0 1
S 0.257 2.946 -5.160
O -3.367 -1.580 -2.291
O -4.722 -2.953 -0.696
N -1.393 2.341 -4.971
N 0.704 3.301 -3.477
C -2.485 -3.991 -1.911
C 4.085 2.328 1.432
C 5.702 -0.767 -0.001
C 2.770 1.812 0.536
C -3.005 2.046 -2.682
C -1.624 2.434 -3.477
C -4.753 0.313 1.913
C 4.890 -3.314 -0.254
C 2.263 3.069 -0.390
C -5.876 -0.774 1.420
C -4.164 -2.744 0.659
C -4.834 1.779 1.184
C -3.579 -2.756 -1.641
C -3.224 2.184 -1.032
C -5.327 -2.312 1.779
C -0.415 2.977 -2.512
C 6.079 0.453 1.027
C 3.714 -4.134 0.591
C -4.693 1.757 -0.448
C 4.840 0.959 1.983
C -1.931 2.701 -0.167
C -0.466 3.129 -0.851
C 0.803 3.690 0.020
C 5.762 -2.277 0.708
H -5.531 2.449 -0.937
H -4.087 2.562 1.689
H -4.962 0.502 3.073
H 3.912 -4.031 1.754
H -3.410 -1.841 0.596
H 3.172 0.980 -0.216
H 3.056 3.945 -0.217
H 3.662 2.999 2.305
H -6.095 -0.780 0.270
H 0.883 4.855 -0.058
H 6.517 1.339 0.359
H 6.969 0.048 1.711
H -5.921 2.210 1.425
H 4.338 -2.782 -1.139
H -1.873 -4.192 -0.912
H 2.645 -3.745 0.274
H -6.215 -3.100 1.687
H 0.622 3.438 1.168
H -3.637 -0.086 1.869
H -6.925 -0.671 1.968
H 6.867 -2.648 0.843
H 4.806 2.979 0.748
H 2.377 2.755 -1.512
H -2.017 2.791 1.012
H -1.816 -3.620 -2.802
H -4.921 0.664 -0.866
H 1.941 1.313 1.195
H 5.269 1.221 3.061
H -4.945 -2.379 2.884
H 6.476 -0.708 -0.905
H -3.040 -4.986 -2.180
H 5.288 -2.156 1.773
H 5.632 -4.113 -0.732
H 4.638 -0.695 -0.490
H -3.537 -3.678 0.998
H -3.939 1.670 -3.321
H 4.000 0.136 2.118
H 3.788 -5.264 0.216
*
```

The HOMO-LUMO gap comes out at 6.56 eV. As for the SMILES: CCCCCCCCCCc1cc(CCCCCCOC(C)=O)cc2nsnc12. For the HOMO energy, the calculation gives -7.769 eV.

***

ORCA calculation (ωB97M-V/def2-TZVPD) on a structure of composition C24H38N2O7PPtS.

```
! RIJCOSX wB97M-V def2-TZVPD def2/J DEFGRID3
* xyz 3 5
Pt 0.268 0.382 -0.328
S -1.710 -0.912 -2.455
P -0.360 -0.983 2.474
O 0.397 6.954 -2.478
O -1.781 -1.577 2.529
O 0.127 -0.573 3.893
O -0.272 0.303 1.608
O 5.563 4.406 -2.105
O 0.580 -1.973 1.762
O -0.286 -0.959 -1.751
N 2.154 1.199 -0.749
N -0.234 2.374 -0.932
C -1.816 -3.453 -3.264
C 0.824 3.131 -1.283
C 4.544 2.426 -1.349
C 0.646 4.441 -1.675
C -1.291 -1.251 -4.196
C 3.336 3.107 -1.499
C 2.150 2.478 -1.189
C 0.605 -3.725 3.534
C -1.471 2.886 -0.936
C 0.008 -4.235 1.140
C -2.376 -2.568 -2.156
C 3.308 0.528 -0.593
C 2.363 -3.566 1.747
C -2.897 -1.217 3.517
C -0.635 4.990 -1.696
C -1.905 -2.610 -4.533
C -0.844 6.415 -2.113
C -3.248 0.242 3.300
C -4.023 -2.155 3.113
C 4.517 1.111 -0.883
C 0.894 -3.443 2.075
C 5.840 3.101 -1.678
C -1.708 4.188 -1.312
C -2.431 -1.505 4.897
H -1.640 -0.420 -4.806
H -4.108 0.498 3.919
H 3.360 4.126 -1.855
H -3.518 0.416 2.259
H 2.961 -2.923 2.392
H 0.300 7.881 -2.724
H 0.214 -3.968 0.102
H -2.945 -2.491 -4.839
H -0.491 -0.781 4.628
H 0.216 -5.298 1.263
H 6.475 3.078 -0.783
H -1.565 6.430 -2.940
H -1.367 -3.056 -5.368
H -0.782 -3.727 -3.048
H -1.302 6.953 -1.274
H 1.195 -3.084 4.189
H 6.382 4.872 -2.306
H -2.023 -2.478 5.144
H -3.460 -2.454 -2.227
H -0.458 -3.623 3.755
H -4.870 -2.011 3.782
H -0.199 -1.273 -4.192
H 2.681 -4.596 1.909
H 3.237 -0.488 -0.229
H -2.720 4.571 -1.301
H -2.424 0.901 3.580
H 1.479 5.065 -1.964
H -2.397 -4.371 -3.342
H 2.549 -3.317 0.702
H -2.794 -0.880 5.702
H -3.703 -3.194 3.183
H -2.274 2.230 -0.626
H -2.111 -2.836 -1.133
H 5.429 0.545 -0.744
H -4.345 -1.939 2.094
H 6.348 2.508 -2.449
H 0.880 -4.757 3.748
H -1.046 -4.067 1.367
*
```

The energy above the lowest of the compared OMol25 structures with the same formula, charge and spin is 0.0 kcal/mol. The HOMO-LUMO gap (alpha / beta) comes out at 7.96 / 5.86 eV. For the HOMO energy (alpha / beta), the calculation gives -16.601 / -17.335 eV.

***

ORCA calculation (ωB97M-V/def2-TZVPD) on a structure of composition C24H39AlClFN4O4 in a non-equilibrium geometry.

```
! RIJCOSX wB97M-V def2-TZVPD def2/J DEFGRID3
* xyz 0 1
Cl -0.129 5.341 -2.327
Al -0.251 2.233 -1.684
F 2.224 2.211 0.350
O 4.223 1.758 -0.427
O -3.254 -0.222 2.529
O -1.651 2.342 -2.872
O 1.648 0.864 -3.412
N 2.797 2.408 -2.064
N 1.993 -3.991 -1.024
N 1.846 -6.093 -0.581
N -0.643 -1.587 1.794
C -3.096 4.409 -4.567
C -0.792 -1.736 3.247
C 0.950 -4.135 -0.135
C -0.773 0.881 -0.259
C 2.529 -5.183 -1.274
C -0.885 5.972 0.770
C 3.115 2.101 -0.706
C -1.855 2.058 5.222
C 2.443 -2.728 -1.609
C -0.297 0.122 4.997
C -0.907 4.470 0.290
C 2.605 -8.048 0.725
C 0.032 4.142 -0.929
C -1.188 -0.398 3.970
C 1.556 1.714 -2.548
C 0.230 -0.346 -0.144
C 0.448 -0.673 1.408
C -2.537 2.999 -5.022
C 2.085 -7.538 -0.608
C -2.416 0.261 3.533
C -0.634 1.388 5.643
C -2.750 1.537 4.187
C 0.854 -5.461 0.141
C -1.238 2.560 -4.215
H 1.429 -1.187 1.609
H 1.819 -1.922 -1.244
H -1.655 -2.447 3.410
H -2.368 2.991 -6.130
H 0.623 -0.468 5.232
H 2.733 -9.130 0.694
H -2.523 4.879 -3.731
H 2.361 -2.783 -2.694
H 0.201 -6.042 0.766
H 1.097 4.236 -0.574
H -3.136 5.150 -5.417
H -1.523 -1.372 1.326
H -3.993 -0.730 2.905
H -3.644 2.135 3.907
H -0.848 1.639 -4.732
H -0.178 6.117 1.629
H 3.478 -2.546 -1.323
H 3.566 -7.590 0.965
H 3.363 -5.378 -1.930
H -1.777 0.448 -0.555
H -0.475 3.376 -4.344
H 0.107 -2.205 3.738
H -1.942 4.093 0.065
H -1.917 6.266 1.118
H 2.797 -7.759 -1.404
H 0.434 0.321 1.927
H 1.258 -0.095 -0.532
H -4.160 4.312 -4.206
H 0.068 1.770 6.417
H -0.163 -1.278 -0.641
H -0.599 6.709 -0.020
H 1.912 -7.812 1.535
H -0.529 3.853 1.159
H 2.772 3.414 -2.251
H -0.945 1.413 0.715
H 1.142 -8.026 -0.862
H -2.110 3.037 5.680
H 0.395 -3.266 0.193
H -3.350 2.248 -4.796
*
```

The energy above the lowest of the compared OMol25 structures with the same formula, charge and spin is 0.0 kcal/mol. The HOMO-LUMO gap comes out at 6.26 eV. For the HOMO energy, the calculation gives -7.014 eV.